DFT (ωB97M-V with the def2-TZVPD basis set) results for an isolated ion of composition C20H22N3S2 and charge +1 at a distorted geometry.

Last column: Mulliken charge in e.
Geometry (Å):
H 1.513 -3.357 3.614  0.34
H 4.089 -2.112 1.349  0.42
H 3.349 0.778 -2.443  0.48
H 1.668 -0.287 -3.547  0.48
C 3.057 -1.803 1.239  -0.09
C -0.187 3.217 1.032  -0.91
C -2.957 -1.467 0.945  -0.66
H 0.212 1.440 -0.046  0.16
S 0.356 1.631 -2.889  -0.18
C 2.588 0.416 -1.747  -0.70
C -1.782 -2.494 -0.829  -0.67
H -2.488 -3.552 0.925  0.45
C -2.401 -2.615 0.384  -0.72
H 0.767 3.215 1.549  0.44
H -3.573 3.190 -0.825  0.47
H 3.276 -3.165 3.555  0.32
H 2.375 1.153 -0.963  0.28
C -1.409 1.232 -2.753  0.02
H 0.349 -0.643 -0.050  -0.01
C -2.166 -0.143 -0.926  0.67
C 1.159 -1.058 0.536  0.44
C -2.831 -0.272 0.290  -0.33
C 1.308 0.105 -2.589  -0.20
H -1.146 -1.241 -2.460  0.56
H 4.218 -0.749 -0.905  0.48
H -3.271 0.618 0.736  0.44
H -3.465 -1.498 1.906  0.43
N -2.116 1.172 -1.497  0.28
H -3.062 4.974 0.789  0.40
H -1.377 -3.398 -1.284  0.38
H 2.255 -1.885 4.300  0.33
C -0.518 2.226 0.136  0.88
S -2.241 0.974 -4.108  -0.07
N 2.479 -1.213 0.188  0.23
N 2.172 -2.005 2.185  0.09
C -1.120 4.200 1.267  -0.43
H 0.001 -1.521 2.334  0.57
H 3.013 -1.711 -1.754  0.28
H -0.959 5.016 1.968  0.38
C -2.324 4.200 0.597  -0.70
C -1.706 2.196 -0.553  -1.18
C -1.647 -1.293 -1.499  -0.22
C -2.614 3.208 -0.312  -0.03
C 3.144 -0.854 -1.078  -0.75
C 2.323 -2.632 3.507  -0.84
C 0.927 -1.521 1.781  -1.13
H 0.765 -0.671 -2.052  0.08

Atomic forces in eV per Å
0.2 0.1 0.0
-0.1 0.2 -0.3
0.0 0.2 0.4
-0.4 -0.1 0.1
0.9 -0.2 -0.1
0.0 0.0 0.2
0.2 -0.4 0.3
-0.1 0.1 0.0
0.0 0.4 0.1
-0.5 -0.4 0.1
0.6 -1.3 -0.7
0.1 0.0 -0.3
-0.5 0.2 0.9
-0.1 0.0 -0.1
0.2 0.0 0.0
-0.2 0.2 0.0
0.2 0.1 -0.3
-0.7 -0.5 -0.5
0.6 0.0 -0.4
-0.5 0.2 0.1
-1.6 0.7 -0.5
-0.4 1.0 0.4
0.8 -0.1 0.6
-0.2 -0.2 0.1
-0.2 0.0 0.3
0.1 -0.1 -0.1
0.0 0.0 -0.2
2.1 -0.4 0.0
0.2 -0.1 0.0
0.0 0.2 0.0
0.1 0.0 -0.2
1.2 -1.2 -0.2
0.1 0.1 0.1
-0.2 0.0 0.8
-1.6 0.0 1.4
-0.2 1.1 0.6
0.3 -0.2 0.2
0.1 0.2 0.1
0.3 -0.2 0.0
-0.4 0.3 0.0
-0.9 0.5 0.0
0.0 0.5 -0.3
-0.7 -0.1 -0.4
0.0 -0.2 -0.9
0.4 -0.3 -0.2
1.5 -0.1 -0.7
-0.3 0.2 -0.4

Computed properties:
- HOMO level (eV) = -10.7
- structure (SMILES) = C[n+]1ccn(CCCSC(=S)N(c2ccccc2)c2ccccc2)c1
- charge = +1
- DFT total energy (eV) = -47230.3681



DFT (ωB97M-V with the def2-TZVPD basis set) results for one molecule with the formula C20H22N4O2.

Last column: Mulliken charge in e.
Geometry (Å):
C -2.977 2.445 0.548  -0.42
H 5.198 1.828 1.743  0.44
H -5.010 -0.659 -2.490  0.28
H 0.828 -1.876 -1.353  0.57
C 0.105 -0.054 -0.430  -0.59
C -1.074 -3.019 2.059  -0.17
C -0.610 2.047 0.115  0.33
C -1.698 -2.103 2.774  -0.91
H -0.765 -3.951 2.513  0.41
C -1.932 1.549 0.258  -0.10
H 3.489 2.109 1.374  0.30
N -2.176 0.229 0.161  -0.28
C 2.350 -0.983 -0.094  0.36
C -1.383 4.258 0.615  -0.55
H 0.383 -2.609 0.607  -0.04
H -1.928 -2.262 3.813  0.32
C 5.470 -0.481 0.190  -1.40
H -2.009 -1.157 2.362  0.22
C 4.414 1.670 1.009  -1.33
C -2.696 3.773 0.727  -0.56
O 3.144 0.056 -0.181  -0.24
C -4.626 -1.070 -1.573  -0.89
H -3.978 2.055 0.641  0.46
H -1.195 5.310 0.767  0.39
H 6.301 -0.362 0.878  0.45
C -1.183 -0.596 -0.096  0.95
N -1.461 -1.940 -0.156  0.30
H -3.449 -1.955 0.604  0.32
H -5.252 -0.970 -0.702  0.26
H 5.726 -0.023 -0.763  0.31
O 2.444 -1.893 0.692  -0.66
H 5.293 -1.543 0.035  0.36
H -3.492 4.465 0.961  0.39
N 1.946 0.291 -3.278  -0.55
C 1.197 -0.879 -1.098  0.61
H 3.924 -0.331 1.688  0.34
H 0.666 3.763 0.206  0.47
C -3.450 -1.663 -1.512  -0.02
H 4.686 2.161 0.079  0.32
N 0.369 1.210 -0.288  -0.38
C -0.349 3.413 0.311  -0.64
H -2.935 -3.367 -0.347  0.46
H -2.827 -1.748 -2.393  0.28
H -0.760 -3.866 0.124  0.52
C 4.224 0.181 0.765  0.50
C 1.623 -0.211 -2.304  -0.27
C -2.875 -2.276 -0.272  -0.51
C -0.673 -2.889 0.612  -0.40

Atomic forces in eV per Å
0.0 0.2 0.0
0.1 0.0 0.1
0.0 0.0 -0.2
0.1 0.1 0.1
-0.2 0.3 0.1
0.2 -0.2 -0.2
-0.6 -0.2 0.0
-0.1 0.1 0.1
0.0 -0.1 0.2
0.6 0.3 0.0
-0.1 0.1 0.1
0.2 -0.6 0.2
-0.1 -0.6 0.0
0.4 0.0 0.0
-0.1 -0.1 -0.1
0.0 -0.1 0.2
-0.4 0.0 0.0
-0.1 0.2 -0.2
-0.2 -0.4 -0.1
-0.2 -0.2 0.0
0.1 0.3 -0.2
-0.1 0.0 -0.1
-0.1 0.0 0.0
0.0 0.1 0.0
0.1 0.0 0.1
-0.4 0.9 0.0
-0.1 -0.4 -0.2
0.0 -0.1 -0.1
-0.1 0.0 0.3
0.1 0.1 -0.1
0.1 0.1 0.0
0.0 -0.1 0.0
-0.1 0.0 0.0
0.2 0.2 -0.5
0.0 -0.2 0.6
0.0 0.1 -0.2
0.1 0.0 0.0
-0.1 -0.2 0.0
0.1 0.1 -0.1
0.2 -0.3 -0.1
-0.1 0.2 0.0
0.0 0.1 0.1
0.0 0.0 -0.2
0.1 0.1 0.0
0.6 0.0 0.5
0.0 0.0 -0.3
-0.2 0.1 -0.1
0.1 -0.1 0.2

Computed properties:
- HOMO level (eV) = -8.4
- ΔE to the lowest compared entry with this formula, charge and spin (kcal/mol) = 63.0
- structure (SMILES) = C=CCN(CC=C)c1nc2ccccc2nc1[C@@H](C#N)C(=O)OC(C)C
- DFT total energy (eV) = -31151.2316



DFT (ωB97M-V with the def2-TZVPD basis set) results for C20H22N4O2Re as an isolated structure at a distorted geometry.

Last column: Mulliken spin population.
Geometry (Å):
H 5.267 -2.435 -2.114  0.01
C 4.580 -2.889 -1.377  0.00
C 0.763 4.895 -0.629  0.00
C -2.279 0.819 3.303  0.07
C 1.878 0.528 0.162  -0.03
H 4.979 -2.833 -0.356  0.01
C -0.133 -0.254 4.817  0.06
H 0.925 -0.290 2.915  0.00
H -0.138 1.676 1.173  0.00
H -3.773 -3.253 0.207  0.00
C -2.895 -1.519 -0.634  0.02
H -0.204 5.451 -0.629  0.00
H -4.223 -2.974 -1.531  0.00
H -1.552 0.835 0.752  -0.02
N -2.155 -0.633 -0.483  0.02
O 0.165 -2.404 1.156  0.04
C 3.358 -2.153 -1.451  0.23
C -2.437 0.620 4.672  0.08
C -1.026 0.602 2.717  0.24
C 0.921 -1.368 -3.200  0.02
N -0.024 2.414 -0.633  0.03
H -2.168 0.057 -2.872  0.01
C 1.063 1.064 -2.993  0.02
Re 0.890 -0.471 -1.206  1.43
N -0.797 0.952 1.428  0.23
C -0.341 1.124 -2.998  0.09
C -4.005 -2.478 -0.557  0.00
C -1.088 -0.025 -2.954  0.09
C 0.438 3.473 -0.762  0.02
H 1.668 1.965 -2.943  0.00
H 1.270 5.043 0.351  0.00
H 1.364 -2.321 -3.471  -0.01
C 0.298 -1.717 0.213  -0.02
H -3.377 0.930 5.138  0.00
H 0.725 -0.674 5.366  0.00
C -1.348 0.095 5.423  0.27
N 2.414 -1.570 -1.055  -0.13
H -3.067 1.207 2.640  0.00
C -0.458 -1.289 -2.906  0.02
O 2.516 0.912 1.068  0.05
H 4.340 -3.927 -1.672  0.02
H -0.858 2.078 -2.944  0.00
H -1.450 -0.030 6.505  0.00
H 2.758 -0.205 -3.440  -0.01
H 1.414 5.265 -1.452  0.00
H -4.902 -1.896 -0.238  0.00
C 0.032 -0.012 3.462  0.10
H -1.029 -2.207 -2.768  0.00
C 1.702 -0.179 -3.202  0.02

Atomic forces in eV per Å
0.1 -0.4 0.3
0.1 -0.1 -1.3
0.2 0.4 -0.2
-1.2 -0.2 0.8
3.6 2.5 6.1
-0.1 0.0 -0.1
1.3 -0.1 -1.4
0.1 0.1 0.3
0.1 -0.3 0.3
-0.1 0.5 -0.5
-0.4 0.9 1.0
0.7 -0.3 0.0
0.2 0.4 0.7
0.0 0.6 0.4
-0.4 -1.4 -0.7
0.4 3.1 -5.0
-0.8 0.5 3.0
-0.1 0.4 -1.4
0.7 -0.4 0.4
-0.3 -0.1 -1.8
1.1 0.8 -0.8
0.2 -0.1 -0.1
1.0 -0.1 -0.6
-3.1 1.9 0.1
-0.3 -0.4 -0.5
0.1 1.0 0.3
-0.3 -0.3 -0.2
-0.8 -0.8 0.4
-1.0 0.1 1.1
-0.1 -0.1 -0.1
-0.3 -0.1 -0.7
0.0 0.0 0.3
-1.1 -3.7 6.5
0.4 -0.3 0.1
-0.8 0.1 0.0
-0.5 0.2 0.8
3.3 -2.1 -1.8
0.2 0.0 0.7
0.2 -0.8 -0.8
-2.9 -1.5 -4.6
0.4 0.1 0.1
0.2 -0.1 -0.1
-0.1 0.0 -0.3
0.0 0.0 0.1
-0.5 -0.2 0.6
0.6 -0.4 -0.2
-0.2 0.3 1.1
0.1 0.2 -0.3
-0.1 0.3 -2.1

Computed properties:
- spin multiplicity = 4
- HOMO level (spin up / spin down) (eV) = -20.7 / -20.9
- ΔE to the lowest compared entry with this formula, charge and spin (kcal/mol) = 2.9
- charge = +4
- DFT total energy (eV) = -33234.8995



DFT (ωB97M-V with the def2-TZVPD basis set) results for one molecule with the formula C20H22N4O3S at a distorted geometry.

Last column: Mulliken charge in e.
Geometry (Å):
H 5.220 -0.400 -0.835  0.36
C 1.887 -3.168 0.009  -1.12
N -3.086 1.686 1.142  -0.31
C -0.524 -2.575 0.001  0.58
C -4.660 1.355 -1.098  -0.63
S 3.003 1.257 0.018  1.55
H -4.724 1.278 2.267  0.40
C 3.214 -2.783 0.020  -1.00
H -0.472 0.948 -1.639  0.29
H 1.619 -4.213 0.002  0.52
C 3.585 -1.440 0.029  0.88
C 1.243 -0.859 0.018  0.37
H -0.543 1.003 1.518  0.11
C -2.551 1.842 -0.072  0.67
H -1.117 2.618 1.916  0.57
C -2.716 -2.783 0.009  -0.14
C -4.368 1.386 1.251  -0.46
H 1.456 2.237 2.022  0.43
H -4.464 -1.902 -0.801  0.21
N 1.575 2.084 -0.022  0.19
C 2.566 -0.492 0.024  1.17
C 0.900 2.573 1.147  -1.10
C -0.480 2.007 -1.335  -0.36
O 3.647 1.558 1.263  -0.72
N -2.215 -3.987 -0.088  -0.78
C -0.534 2.051 1.187  -0.29
H -4.437 -1.991 0.957  0.26
H 5.680 -1.870 0.054  0.41
C 0.957 2.525 -1.238  -1.29
C -4.176 -2.525 0.044  -0.87
H -5.272 1.219 -1.979  0.42
H 0.487 -0.097 0.017  -0.25
O 3.692 1.529 -1.212  -0.72
H -6.247 0.947 0.306  0.43
H -1.791 -0.767 0.162  0.12
N -1.219 2.181 -0.095  0.10
C 0.877 -2.205 0.010  -1.15
H -0.984 2.577 -2.120  0.51
C 5.012 -1.013 0.041  -1.83
H 1.555 2.160 -2.072  0.43
H 5.200 -0.388 0.913  0.37
H -4.716 -3.466 0.004  0.36
C -3.326 1.675 -1.234  -0.45
C -5.209 1.203 0.170  -0.53
H 0.898 3.671 1.130  0.37
C -1.674 -1.826 0.070  1.04
H 0.952 3.624 -1.262  0.39
H 3.985 -3.540 0.022  0.38
O -0.867 -3.875 -0.093  -0.20
H -2.903 1.786 -2.218  0.29

Atomic forces in eV per Å
0.1 0.0 0.0
-0.3 0.2 0.0
0.3 0.1 0.0
-1.2 0.5 0.0
0.0 0.0 0.2
-0.5 0.3 0.0
-0.1 0.0 0.0
0.1 0.3 0.0
0.0 0.1 0.0
0.0 -0.1 0.0
0.1 -0.2 0.0
-0.2 -0.3 0.0
0.0 0.1 0.1
-0.4 0.0 0.0
0.2 -0.2 0.0
0.6 -0.1 0.0
-0.3 -0.1 -0.1
-0.2 0.1 0.1
-0.1 0.0 0.0
1.0 -0.5 0.0
0.0 0.6 0.0
-0.3 -0.1 0.5
0.1 0.0 -0.2
-0.2 -0.1 0.1
-1.3 -0.3 0.0
0.3 0.1 0.3
-0.1 0.0 0.0
0.0 0.0 0.0
-0.2 -0.1 -0.5
0.0 -0.1 0.0
0.0 0.0 -0.1
-0.2 0.1 0.0
-0.2 -0.1 0.0
-0.1 0.0 0.0
0.1 0.3 0.0
0.3 0.2 0.0
0.6 -0.1 0.0
0.1 -0.1 0.0
0.3 0.0 0.0
-0.2 0.1 -0.1
0.1 0.0 0.0
-0.1 0.0 0.0
0.1 0.0 -0.1
0.0 0.0 -0.1
0.1 -0.1 0.0
0.7 -0.5 0.0
0.1 -0.1 0.0
0.1 0.0 0.0
1.0 0.5 0.0
0.1 0.0 -0.1

Computed properties:
- HOMO level (eV) = -8.5
- ΔE to the lowest compared entry with this formula, charge and spin (kcal/mol) = 104.2
- structure (SMILES) = Cc1cc(-c2ccc(C)c(S(=O)(=O)N3CCN(c4ccccn4)CC3)c2)on1
- DFT total energy (eV) = -44033.9967



DFT (ωB97M-V with the def2-TZVPD basis set) results for one molecule with the formula C20H22N4O4 at a distorted geometry.

Last column: Mulliken charge in e.
Geometry (Å):
C -0.115 1.197 0.071  -0.24
C -1.440 1.607 0.201  0.60
N 4.733 -0.725 -1.133  -0.09
H 7.697 -0.848 1.878  0.30
H 7.440 -2.367 0.092  0.33
C 2.057 -0.329 -1.319  -0.01
C 0.631 3.468 0.343  -0.75
H -0.904 4.934 0.586  0.39
C -3.815 -1.433 0.227  0.17
H 6.421 0.298 1.371  0.26
H -6.537 -1.831 1.936  0.37
C -0.682 3.887 0.443  -0.78
C -1.411 -1.432 0.726  -0.28
N -4.748 -1.092 1.145  -0.11
O -6.372 0.387 -0.602  -0.31
C 4.307 0.449 -0.623  0.37
N -0.558 -2.115 1.077  -0.49
H 1.436 4.186 0.403  0.45
H -7.455 -0.618 -2.057  0.30
H -7.975 -0.624 0.233  0.36
H -5.780 -1.195 -1.828  0.29
H -3.520 1.124 -0.041  0.53
H -6.146 -2.294 0.260  0.38
H -6.080 0.384 -2.588  0.22
C -6.961 -0.280 0.484  -0.45
H 6.415 -1.567 -2.024  0.37
C -1.713 2.970 0.362  -0.77
H 3.054 2.406 0.395  0.48
C -6.130 -1.478 0.985  -0.85
O 5.902 -1.720 1.314  -0.34
C 2.814 0.630 -0.622  0.44
C 2.315 1.726 -0.015  -0.40
C -2.554 0.677 0.170  -0.18
H 4.056 -1.442 -1.349  0.23
C -6.428 -0.313 -1.829  -0.64
H -4.559 -0.324 1.770  0.29
H -7.029 0.474 1.274  0.33
H 5.810 -3.058 -0.152  0.35
C -2.529 -0.653 0.377  0.63
O -3.979 -2.268 -0.633  -0.63
N 1.517 -1.123 -1.951  -0.51
C 6.117 -1.119 -1.072  -0.92
H -2.738 3.301 0.444  0.46
C 6.363 -2.138 0.058  -0.43
O 5.053 1.322 -0.221  -0.70
C 0.929 2.118 0.128  0.86
C 6.619 -0.647 1.886  -0.62
H 6.700 -0.211 -0.902  0.40
H 0.105 0.152 -0.074  0.14
H 6.273 -0.571 2.915  0.23

Atomic forces in eV per Å
0.0 0.1 0.0
0.4 0.4 0.0
-0.1 -0.2 -0.1
0.0 0.0 0.0
-0.1 0.0 0.0
-0.5 -0.4 -0.4
0.0 -0.2 -0.1
0.0 0.1 0.0
-0.1 0.3 0.2
0.0 -0.1 0.0
0.0 0.0 -0.1
0.0 0.1 0.0
0.6 -0.4 0.2
-0.2 0.1 0.3
0.0 0.1 0.1
0.1 -0.1 -0.2
0.2 -0.1 0.0
0.1 0.1 0.0
0.0 0.0 0.0
0.0 0.1 0.1
0.0 0.0 0.0
-0.1 -0.1 0.0
0.0 0.0 0.2
0.0 -0.1 -0.1
0.1 -0.2 0.1
0.1 0.1 0.1
0.1 -0.2 0.0
0.1 -0.1 0.0
-0.2 0.2 -0.3
-0.2 -0.1 0.0
0.3 1.1 0.7
0.5 -0.5 -0.3
-0.1 -0.6 0.1
0.0 0.1 0.0
0.0 -0.1 -0.1
0.2 -0.1 -0.1
-0.1 -0.1 0.0
0.1 0.0 -0.1
-0.9 0.8 -0.4
0.1 -0.2 -0.2
-0.1 -0.2 -0.1
0.2 -0.1 0.4
-0.1 0.0 0.0
0.0 0.1 -0.2
0.0 0.2 0.1
-0.6 0.2 0.1
0.0 0.1 0.0
0.0 -0.1 -0.1
0.0 0.0 0.0
0.1 0.1 0.0

Computed properties:
- HOMO level (eV) = -9.2
- ΔE to the lowest compared entry with this formula, charge and spin (kcal/mol) = 86.4
- structure (SMILES) = COCCNC(=O)/C(C#N)=C/c1cccc(/C=C(\C#N)C(=O)NCCOC)c1
- DFT total energy (eV) = -35245.8951